Molecular formula: C19H40MoNOP3
Method: DFT, ωB97M-V with the def2-TZVPD basis set

Each line ends with the Mulliken spin population.
Positions of all 65 atoms, in Å:
Mo 0.1186 0.1774 -0.9786  1.2677
P 1.7128 0.9218 0.5114  -0.0621
P -1.1764 2.0332 -1.3533  -0.0339
P 1.9046 -0.5782 -2.4782  -0.0420
H -1.6951 -2.2563 -0.6432  -0.0091
C -0.6988 -2.7181 -0.8650  0.0122
C 0.2142 -2.7981 0.0358  -0.0067
H 0.0480 -2.3188 1.0569  0.0005
C 1.2174 1.3264 2.2365  0.0269
C 2.3852 2.5834 0.0047  0.0316
C 3.2889 0.0379 0.8919  0.0018
C -2.8636 1.4987 -1.5854  0.0095
C -1.1943 3.2252 -0.1000  0.0146
C -0.5589 2.6626 -2.9318  0.0030
C 3.0309 -1.9561 -1.9566  0.0037
C 3.1109 0.7709 -2.8530  -0.0017
C 1.5228 -1.1411 -4.1777  0.0086
H -0.5783 -3.0246 -1.9107  -0.0032
H 1.3063 -2.9592 -0.1778  -0.0019
H 0.9932 0.4121 2.7922  0.0005
H 0.3386 1.9758 2.2593  -0.0013
H 2.0327 1.8458 2.7521  0.0008
H 1.5838 3.2558 -0.3150  -0.0018
H 3.0936 2.4823 -0.8229  -0.0007
H 2.9052 3.0409 0.8565  0.0017
H 3.0718 -0.9989 1.1608  -0.0012
H 3.7996 0.5072 1.7437  -0.0022
H 3.9831 0.0480 0.0467  -0.0014
H -3.3328 2.3818 -2.0146  -0.0008
H -3.3258 1.2174 -0.6353  -0.0002
H -2.9019 0.6539 -2.2836  -0.0008
H -1.6753 4.0654 -0.5794  -0.0010
H -0.2145 3.5020 0.2628  -0.0021
H -1.7898 2.8702 0.7333  -0.0005
H -1.2594 3.4821 -3.1358  -0.0034
H -0.5885 1.8982 -3.7282  0.0003
H 0.4708 3.0361 -2.8110  -0.0012
H 3.9096 -1.9897 -2.6162  -0.0013
H 2.4982 -2.9105 -2.0438  0.0001
H 3.3831 -1.8501 -0.9246  -0.0004
H 3.6382 0.5070 -3.7800  -0.0010
H 3.8467 0.8974 -2.0473  0.0000
H 2.5666 1.7108 -3.0109  0.0008
H 2.4336 -1.0612 -4.7806  -0.0008
H 0.7222 -0.5190 -4.5886  -0.0043
H 1.1852 -2.1824 -4.1409  0.0013
C -2.0016 -1.2711 -4.1006  0.1710
C -3.0557 -0.6880 -4.8711  0.1283
C -3.4400 -1.2770 -6.0590  0.0254
C -2.8847 -2.4901 -6.4568  0.2475
C -1.9480 -3.1127 -5.6336  0.0647
C -1.5070 -2.5650 -4.4286  0.1162
O -1.4625 -0.4506 -3.2909  0.1157
H -0.4808 -0.8452 -1.9476  -0.1277
H -3.3925 0.2788 -4.5404  0.0021
H -4.1958 -0.7679 -6.6475  0.0047
H -3.1578 -2.9570 -7.4050  -0.0050
H -1.5308 -4.0766 -5.9398  0.0042
H -0.7848 -3.0211 -3.7732  -0.0018
C -2.3552 -0.1032 2.9438  -0.0033
C -1.6621 -0.0899 1.6747  0.1078
N -1.1143 -0.1211 0.6507  -0.0570
H -1.8423 -0.7402 3.6713  0.0022
H -3.3855 -0.4693 2.8541  0.0053
H -2.4424 0.8967 3.3955  0.0011

Atoms 1-3, force components in eV/Å:
-1.9 0.0 -0.1
4.6 1.1 2.9
-0.8 0.4 -0.7

Its highest occupied orbital energy (alpha / beta) is -20.13 / -20.72 eV. The calculation puts the largest force on an atom at 6.15 eV/A. As for the spin multiplicity: 3. The charge is +4. The calculated total energy comes out at -53564.46756 eV.